A cluster of 2 separate species, C4H11N3O2 in total at a distorted geometry, computed with ωB97M-V with the def2-TZVPD basis set.

XYZ file:
```
20
Properties=species:S:1:pos:R:3:forces:R:3
C 1.40624 -2.65390 -1.15960 -1.7 -0.4 -0.2
C -0.46054 -1.80995 0.02352 1.6 -1.1 -0.6
N 0.23571 -2.86517 -0.27583 -0.1 1.3 -0.2
N -0.04816 -0.53619 -0.26764 0.5 2.8 0.0
N -1.71920 -2.04314 0.48552 -0.8 -0.7 -0.6
H -2.14695 1.92227 0.30495 -0.1 0.3 0.1
H 2.28494 -2.53034 -0.51812 0.2 -0.2 -0.8
H 1.24229 -1.87603 -1.91714 0.3 0.8 0.8
H 0.77731 -0.05642 0.06603 0.7 -1.6 0.2
H -0.58228 0.29506 -0.47995 -1.5 -0.9 0.0
H -1.85193 -3.03828 0.34993 -0.5 0.2 0.5
H -2.19110 -1.60508 1.25382 0.4 0.3 0.1
H 1.36247 -3.47861 -1.87658 1.0 -0.7 0.7
C 0.84120 3.01475 0.49850 2.3 1.0 -1.2
C -0.52249 2.71770 0.90422 -2.8 -0.8 -0.3
O -1.32946 2.21690 -0.11627 1.3 0.1 -0.2
O -1.07093 2.89388 1.95635 1.0 0.2 0.5
H 1.58508 3.19572 1.30420 -1.0 0.1 -0.5
H 0.85112 3.81514 -0.26515 -0.5 0.9 1.1
H 1.33668 2.42169 -0.27076 -0.4 -1.6 0.5
```
Positions in Å, forces in eV/Å.

Its HOMO-LUMO gap is 8.9 eV. Its total charge is 0. The calculation puts the total energy at -12890.8227 eV. As for the HOMO energy: -8.5 eV. The calculation puts the energy relative to the best compared isomer or geometry (same formula, charge and spin) at 46.3 kcal/mol.

=====

A structure of composition C15H38AlB2Cl2FNO4, computed with ωB97M-V with the def2-TZVPD basis set.

XYZ file:
```
64
Properties=species:S:1:pos:R:3:forces:R:3
C 3.01524 -3.17602 -0.22093 0.1 -0.2 -0.1
C 1.94263 -3.70389 -1.17095 0.3 0.0 -0.3
C 0.81753 -2.71137 -1.42412 0.1 0.1 0.3
F -0.21642 -3.45317 -2.09887 0.0 0.0 -0.1
Al 0.00101 -1.72192 0.18070 0.1 0.0 -0.5
B -0.29611 -3.18806 1.72802 0.0 0.0 0.3
C -1.44773 -4.26359 1.54872 -0.1 0.1 -0.4
O 0.44770 -3.31104 2.93522 -0.3 -0.1 0.0
B -1.91887 -0.88081 -0.35153 0.0 0.0 0.2
N -2.93417 -0.49559 0.67726 0.3 0.2 0.0
O -2.34680 -0.65419 -1.64241 0.3 0.0 -0.2
C 1.24271 -0.16675 0.76758 -0.7 -0.3 -0.1
Cl 2.31415 0.35984 -0.59433 0.4 0.1 0.0
C 0.49629 1.03689 1.33166 0.6 0.4 0.1
C 1.38365 2.01724 2.12581 0.2 -0.1 -0.1
Cl -0.34388 1.97307 0.03212 -0.3 0.0 0.0
H 3.69976 -3.97858 0.06525 0.0 0.0 0.0
H 3.61292 -2.41233 -0.71608 -0.1 0.2 0.1
H 2.58846 -2.75377 0.68989 0.0 0.1 0.0
H 1.53478 -4.65610 -0.82169 -0.2 0.1 0.2
H 2.44314 -3.93184 -2.12238 -0.1 -0.2 0.0
H 1.17640 -1.99073 -2.16720 -0.1 0.1 0.0
H -2.23521 -4.12232 2.29702 0.0 0.0 0.2
H -1.06707 -5.28765 1.63085 0.0 0.0 0.2
H -1.91462 -4.16759 0.56510 -0.1 -0.1 0.0
H 1.22396 -3.84667 2.78012 0.4 -0.1 0.1
H -2.47630 -0.34978 1.56946 -0.1 -0.1 0.1
H -3.58048 -1.26610 0.82196 -0.2 0.1 -0.1
H -3.01062 0.04271 -1.61890 -0.5 -0.1 0.0
H 1.91410 -0.48238 1.56837 0.1 -0.1 0.0
H -0.30418 0.67718 1.97601 -0.1 -0.1 0.0
H 1.43259 2.99122 1.64459 -0.1 0.1 0.1
H 2.40580 1.63725 2.15510 0.0 0.0 0.0
H 1.02930 2.12880 3.14767 -0.1 0.1 0.0
C 0.39300 0.87668 -4.35554 0.0 -0.2 -0.1
C 1.85895 0.70606 -4.71427 -0.1 0.1 0.1
O 2.19738 -0.59582 -5.16441 0.1 0.0 0.0
C 1.52684 -1.03607 -6.32430 -0.1 -0.1 0.0
C 1.78984 -0.18102 -7.55527 0.0 0.1 0.1
H 0.07792 0.10225 -3.65465 0.0 0.0 0.1
H 0.23409 1.84952 -3.88946 0.0 0.0 0.0
H -0.25292 0.81806 -5.23503 0.0 0.0 0.0
H 2.46648 0.86760 -3.82408 0.0 -0.1 0.0
H 2.16883 1.45677 -5.45361 0.0 0.0 0.0
H 0.44951 -1.11800 -6.14002 0.0 0.0 0.0
H 1.89450 -2.04837 -6.49653 0.0 0.0 0.0
H 1.35185 0.81380 -7.46102 0.0 0.0 0.0
H 1.35423 -0.65258 -8.43771 0.0 0.0 0.0
H 2.86305 -0.06208 -7.71375 0.0 0.0 0.0
C -3.05583 2.16445 5.50321 0.0 0.0 -0.1
C -1.64236 2.72108 5.56442 0.0 0.0 0.1
O -1.03129 2.87349 4.30010 0.1 0.0 0.0
C -1.67273 3.76758 3.40590 0.0 0.0 -0.1
C -1.73073 5.20012 3.91125 0.0 0.0 0.1
H -3.07676 1.24774 4.91306 0.0 0.0 0.0
H -3.41375 1.94271 6.50963 0.0 0.0 0.0
H -3.75384 2.87022 5.05061 0.0 0.0 0.0
H -0.99956 2.02670 6.10656 0.0 0.0 0.0
H -1.62815 3.66782 6.11915 0.0 0.0 0.0
H -2.67529 3.40423 3.15528 0.0 0.0 0.0
H -1.08907 3.72428 2.48676 0.0 -0.1 0.0
H -2.38552 5.30561 4.77863 0.0 0.0 0.0
H -2.11319 5.85394 3.12685 0.0 0.0 0.0
H -0.73515 5.54130 4.19923 0.0 0.0 0.0
```
Positions in Å, forces in eV/Å.

Its HOMO-LUMO gap is 6.6 eV. Its total charge is -1. The calculation puts the total energy at -61566.5984 eV. As for the HOMO energy: -3.9 eV.

=====

The molecule CCl3FS2 at a distorted geometry, computed with ωB97M-V with the def2-TZVPD basis set.

XYZ file:
```
7
Properties=species:S:1:pos:R:3:forces:R:3
C -0.30058 -0.78959 0.51532 -0.6 0.7 -2.1
F 1.01278 -0.77401 0.73424 -0.1 0.0 0.1
S -0.61268 0.03031 -1.35384 0.6 -0.7 2.0
S -0.05994 1.89603 -1.00223 -0.1 0.1 0.0
Cl -0.88761 -2.43519 0.37651 0.1 0.0 0.1
Cl -1.14330 0.13521 1.73130 0.2 -0.1 0.0
Cl 1.99133 1.93723 -1.00130 0.0 0.0 -0.1
```
Positions in Å, forces in eV/Å.

Its HOMO-LUMO gap is 9.3 eV. Its total charge is 0. The calculation puts the total energy at -62991.8908 eV. As for the HOMO energy: -9.6 eV. The calculation puts the energy relative to the best compared isomer or geometry (same formula, charge and spin) at 0.0 kcal/mol.